This record from the OMol25 dataset describes 2 unconnected molecules or ions with the total composition C4H12NO2 at a distorted geometry. The level of theory is ωB97M-V/def2-TZVPD.

Geometry as XYZ:
```
19
C4H12NO2, DFT ωB97M-V/def2-TZVPD
C -1.11050 0.57004 1.93111
C -0.64210 -0.60068 1.09538
C 0.56344 -1.30438 1.76437
N -0.28240 -0.12614 -0.19630
C 1.19060 0.43457 -0.67250
O 1.94956 -0.45118 -1.34168
H -0.36145 1.36950 1.99912
H -1.52467 0.20189 2.95619
H -1.96404 1.07878 1.25289
H -1.49492 -1.23671 0.97463
H 1.36367 -0.63689 1.85748
H 0.88597 -2.02471 1.07487
H 0.26043 -1.70743 2.70563
H -0.20971 -0.93094 -0.87557
H 1.58661 0.73669 0.36635
H 0.75217 1.31539 -1.09235
H -2.04602 0.88947 -2.09600
H -0.63433 0.89510 -1.81892
O -1.28025 1.24312 -2.48837
```

- charge = -1
- gap between HOMO and LUMO (eV) = 6.979
- LUMO (eV) = 3.90
- total energy (hartree) = -364.79143
- HOMO energy (eV) = -3.1
- molar mass (u) = 106.14

Here are the natural (NBO) charges for atoms 1 to 2, given in e: -0.608 -0.045

=====

This record from the OMol25 dataset describes 2 unconnected molecules or ions with the total composition C4H12NO2 at a distorted geometry. The level of theory is ωB97M-V/def2-TZVPD.

Geometry as XYZ:
```
19
C4H12NO2, DFT ωB97M-V/def2-TZVPD
C -0.25685 -1.70311 -0.82091
N 0.02594 -1.09208 0.47451
C -1.90803 0.59304 0.18514
C -0.51183 0.21287 0.88641
C 0.36735 1.51202 0.57750
O 1.62387 1.31205 0.80511
H -1.26301 -2.08033 -0.89422
H -0.03074 -1.08024 -1.75306
H 0.40014 -2.52698 -0.93213
H 1.02129 -1.08746 0.63777
H -2.21689 1.70260 0.20908
H -2.54895 -0.00411 0.76639
H -2.11876 0.40826 -0.89934
H -0.58526 0.07468 1.97660
H 0.07615 2.22334 1.36244
H 0.21390 2.01225 -0.39095
H 2.47337 0.38768 0.03616
H 2.42710 -0.39413 -1.59066
O 2.81122 -0.47034 -0.63584
```

- charge = -1
- gap between HOMO and LUMO (eV) = 7.062
- LUMO (eV) = 4.03
- total energy (hartree) = -364.78889
- HOMO energy (eV) = -3.0
- molar mass (u) = 106.14

Here are the natural (NBO) charges for atoms 1 to 2, given in e: -0.399 -0.672

=====

This record from the OMol25 dataset describes 2 unconnected molecules or ions with the total composition C4H12NO2 at a distorted geometry. The level of theory is ωB97M-V/def2-TZVPD.

Geometry as XYZ:
```
19
C4H12NO2, DFT ωB97M-V/def2-TZVPD
C 2.11687 0.76428 0.27565
N 1.07951 -0.15533 0.72271
C -0.59194 1.70988 0.67510
C -0.31844 0.27542 0.36869
C -0.66579 -0.17740 -1.05573
O -0.31740 -1.50798 -1.23067
H 2.15934 1.59633 0.98314
H 1.98551 1.23816 -0.71691
H 3.06350 0.23039 0.21095
H 1.05682 -1.04121 0.15631
H -1.68152 1.84261 0.65609
H -0.28572 2.14750 1.62733
H -0.13548 2.33663 -0.10075
H -0.88460 -0.47882 0.94815
H -1.76914 -0.06859 -1.13152
H -0.17664 0.50887 -1.77430
H -1.43680 -2.48074 -0.74954
H -1.27280 -3.53043 0.37481
O -1.92527 -3.20956 -0.23950
```

- charge = -1
- gap between HOMO and LUMO (eV) = 7.482
- LUMO (eV) = 4.01
- total energy (hartree) = -364.83679
- HOMO energy (eV) = -3.5
- molar mass (u) = 106.14

Here are the natural (NBO) charges for atoms 1 to 2, given in e: -0.419 -0.669

=====

This record from the OMol25 dataset describes 2 unconnected molecules or ions with the total composition C4H12NO2 at a distorted geometry. The level of theory is ωB97M-V/def2-TZVPD.

Geometry as XYZ:
```
19
C4H12NO2, DFT ωB97M-V/def2-TZVPD
C -1.97378 1.28945 -0.69532
C -0.63147 0.57547 -0.74415
C -0.06638 0.52269 -2.13275
C 1.55586 0.39881 -2.06274
O 2.07204 0.60948 -0.82541
N -0.67787 -0.75037 -0.12472
H -1.84218 2.36504 -0.60960
H -2.57125 1.02576 0.17805
H -2.62008 1.15273 -1.56679
H 0.14612 1.09883 -0.17711
H -0.22101 1.47089 -2.63437
H -0.42368 -0.30795 -2.75170
H 1.92271 1.17247 -2.76940
H 1.78817 -0.62838 -2.41667
H 0.31775 -1.02385 -0.08926
H -1.24600 -1.39948 -0.66023
H 1.79613 -1.81540 6.84822
H 1.41953 -3.15849 6.22643
O 1.25537 -2.59767 7.00752
```

- charge = -1
- gap between HOMO and LUMO (eV) = 5.371
- LUMO (eV) = 2.93
- total energy (hartree) = -364.81069
- HOMO energy (eV) = -2.4
- molar mass (u) = 106.14

Here are the natural (NBO) charges for atoms 1 to 2, given in e: -0.608 -0.109

=====

This record from the OMol25 dataset describes 2 unconnected molecules or ions with the total composition C4H12NO2 at a distorted geometry. The level of theory is ωB97M-V/def2-TZVPD.

Geometry as XYZ:
```
19
C4H12NO2, DFT ωB97M-V/def2-TZVPD
C -1.80670 -0.93488 -1.91130
N -1.39586 0.05389 -0.84265
C -1.38141 -1.66660 1.01295
C -0.72833 -0.41195 0.47574
C 0.80994 -0.36480 0.30324
O 1.46692 0.70660 -0.26518
H -2.74133 -1.37154 -1.55955
H -1.12067 -1.73097 -1.96669
H -2.15078 -0.49590 -2.85909
H -0.60668 0.41501 -1.37863
H -0.85235 -1.90776 1.97973
H -2.50957 -1.63305 1.16159
H -0.94482 -2.45413 0.36285
H -0.83289 0.31088 1.28412
H 1.16687 -0.58351 1.42218
H 1.29429 -1.26462 -0.22946
H 2.12160 1.68737 0.61945
H 2.78076 3.26516 0.63749
O 2.63378 2.50031 1.15777
```

- charge = -1
- gap between HOMO and LUMO (eV) = 7.369
- LUMO (eV) = 3.84
- total energy (hartree) = -364.79182
- HOMO energy (eV) = -3.5
- molar mass (u) = 106.14

Here are the natural (NBO) charges for atoms 1 to 2, given in e: -0.431 -0.652

=====

This record from the OMol25 dataset describes 2 unconnected molecules or ions with the total composition C4H12NO2. The level of theory is ωB97M-V/def2-TZVPD.

Geometry as XYZ:
```
19
C4H12NO2, DFT ωB97M-V/def2-TZVPD
C 0.72761 1.32752 1.63841
O -0.21435 0.97745 0.70958
C 0.57301 0.54894 2.95060
H 0.66273 2.40621 1.89111
H 1.76435 1.16487 1.27339
H 1.44493 0.64902 3.60845
H 0.41564 -0.50802 2.74312
H -0.30170 0.89324 3.50363
C -1.49130 -1.65781 -1.67245
N -1.03914 -0.29390 -1.80686
C 0.40464 -0.23665 -2.04144
O 0.98230 0.92192 -1.56196
H -1.18263 -2.24043 -2.54845
H -2.57824 -1.70632 -1.61371
H -1.05520 -2.16656 -0.80311
H -1.17202 0.19611 -0.92259
H 0.88015 -1.12820 -1.59030
H 0.58314 -0.26709 -3.11966
H 0.59606 1.11970 -0.63774
```

- charge = -1
- gap between HOMO and LUMO (eV) = 7.609
- LUMO (eV) = 4.18
- total energy (hartree) = -364.83279
- HOMO energy (eV) = -3.4
- molar mass (u) = 106.14

Here are the natural (NBO) charges for atoms 1 to 2, given in e: -0.027 -0.968

=====

This record from the OMol25 dataset describes a molecular structure, C4H12NO2 at a distorted geometry. The level of theory is ωB97M-V/def2-TZVPD.

Geometry as XYZ:
```
19
C4H12NO2, DFT ωB97M-V/def2-TZVPD
C -0.68796 -1.79489 -1.61359
C 0.65292 -1.32096 -1.04441
N 1.09400 0.02159 -1.40743
C 0.29243 1.03637 -0.24494
C 1.01628 1.00492 1.08726
O 0.45461 1.87474 2.00672
H -0.49973 -2.03112 -2.66726
H -1.17478 -2.67202 -1.17611
H -1.38877 -0.98040 -1.43248
H 1.44245 -2.06588 -1.14248
H 0.54730 -1.24248 0.04302
H 0.33729 0.64199 -1.53571
H 0.16275 2.09757 -0.48640
H -0.76562 0.77255 -0.08958
H 2.06971 1.28490 0.94244
H 1.04780 -0.01707 1.50605
H -2.10174 0.42767 2.47039
H -0.63437 1.61069 2.19713
O -1.86456 1.35183 2.58737
```

- charge = -1
- gap between HOMO and LUMO (eV) = 7.609
- LUMO (eV) = 3.73
- total energy (hartree) = -364.72300
- HOMO energy (eV) = -3.9
- molar mass (u) = 106.14

Here are the natural (NBO) charges for atoms 1 to 2, given in e: -0.630 -0.249

=====

This record from the OMol25 dataset describes 2 unconnected molecules or ions with the total composition C4H12NO2 at a distorted geometry. The level of theory is ωB97M-V/def2-TZVPD.

Geometry as XYZ:
```
19
C4H12NO2, DFT ωB97M-V/def2-TZVPD
C 0.44627 0.79625 -0.48358
C -0.41614 1.13733 0.73690
C -1.39114 0.00172 1.02751
C -0.66207 -1.35456 1.14713
O 0.46784 -1.28951 1.87551
N -1.15596 2.42419 0.55475
H 1.14745 0.04986 -0.10620
H 0.97747 1.66865 -0.86120
H -0.15640 0.26496 -1.21814
H 0.23099 1.20387 1.60255
H -2.19884 0.00056 0.27438
H -1.89692 0.21128 1.98545
H -0.52225 -1.71167 0.08787
H -1.42512 -2.08256 1.53848
H -0.77343 2.88801 -0.26502
H -0.89287 3.04616 1.31295
H 2.66268 -1.95832 -2.42364
H 2.45613 -2.93178 -3.60447
O 3.10232 -2.36445 -3.18124
```

- charge = -1
- gap between HOMO and LUMO (eV) = 5.835
- LUMO (eV) = 3.45
- total energy (hartree) = -364.81686
- HOMO energy (eV) = -2.4
- molar mass (u) = 106.14

Here are the natural (NBO) charges for atoms 1 to 2, given in e: -0.653 -0.056

=====

This record from the OMol25 dataset describes 2 unconnected molecules or ions with the total composition C4H12NO2 at a distorted geometry. The level of theory is ωB97M-V/def2-TZVPD.

Geometry as XYZ:
```
19
C4H12NO2, DFT ωB97M-V/def2-TZVPD
C 0.93798 0.48833 0.60812
N -0.16917 1.38387 0.57088
C -0.47083 1.82491 -0.84553
O -0.60417 0.73631 -1.71936
C 0.96088 -0.59850 1.74278
C -0.10426 -1.70754 1.89369
H 1.09353 -0.00097 -0.33993
H 1.87965 1.20079 0.69184
H -0.98514 0.74681 0.71752
H -1.46602 2.36418 -0.69973
H 0.32570 2.64811 -0.96467
H 0.89257 0.23212 2.57109
H 1.93988 -0.92450 2.08133
H 0.33493 -2.64660 2.35654
H -0.79793 -1.27372 2.71261
H -0.63565 -1.86810 0.95175
H 0.40370 -1.68984 -2.20851
H -0.51167 -0.85137 -1.61065
O -0.54983 -1.69472 -2.11185
```

- gap between HOMO and LUMO (alpha / beta) (eV) = 10.842 / 7.147
- 2S+1 = 2
- LUMO (alpha / beta) (eV) = 0.87 / -2.76
- total energy (hartree) = -364.67691
- HOMO energy (alpha / beta) (eV) = -10.0 / -9.9
- ⟨S²⟩ = 0.754
- molar mass (u) = 106.14

Here are the natural (NBO) charges for atoms 1 to 2, given in e: -0.219 -0.620

=====

This record from the OMol25 dataset describes 3 unconnected molecules or ions with the total composition C4H12NO2 at a distorted geometry. The level of theory is ωB97M-V/def2-TZVPD.

Geometry as XYZ:
```
19
C4H12NO2, DFT ωB97M-V/def2-TZVPD
O -0.21923 -0.39810 0.32888
C -1.40551 -0.17113 0.14796
C -1.90352 1.19198 0.16788
C -0.94067 2.28124 0.40980
C -0.30105 2.94114 -0.82468
N 2.77868 -2.77186 -0.94184
H -2.08734 -0.99802 -0.07448
H -2.96981 1.27760 0.33922
H -0.16041 1.72038 0.93035
H -1.33046 3.02799 1.11428
H -1.10030 3.34630 -1.45053
H 0.39276 3.71213 -0.50222
H 0.23406 2.18100 -1.40061
H 1.99317 -3.03577 -0.35874
H 2.97980 -3.56423 -1.54749
H 3.56075 -2.66877 -0.30421
H -0.01064 -1.93477 1.04453
H 0.13468 -3.31024 1.86205
O 0.35507 -2.82686 1.05985
```

- charge = +1
- gap between HOMO and LUMO (eV) = 2.860
- LUMO (eV) = -9.17
- total energy (hartree) = -364.42712
- HOMO energy (eV) = -12.0
- molar mass (u) = 106.14

Here are the natural (NBO) charges for atoms 1 to 2, given in e: -0.334 0.256

=====

This record from the OMol25 dataset describes a gas-phase ion, C4H12NO2 (charge +1) at a distorted geometry. The level of theory is ωB97M-V/def2-TZVPD.

Geometry as XYZ:
```
19
C4H12NO2, DFT ωB97M-V/def2-TZVPD
N 1.06417 -0.63386 0.52113
C 0.18695 0.54778 0.39204
C 1.01735 1.68682 -0.23693
O 2.36794 1.26636 -0.21320
C -1.04093 0.21916 -0.45087
C -1.89528 -1.07771 -0.12100
O -1.11912 -2.20498 0.42028
H 1.27888 -1.03608 -0.39332
H 1.98547 -0.39379 0.91017
H 0.68664 -1.36107 1.13295
H -0.12406 0.81542 1.40310
H 0.81767 1.94390 -1.27379
H 0.82241 2.59981 0.34365
H 3.07228 1.89751 -0.31958
H -0.91531 0.22591 -1.52850
H -1.88161 0.86622 -0.16951
H -2.38434 -1.49326 -0.99925
H -2.60634 -0.88765 0.68460
H -1.33279 -2.98049 -0.10197
```

- charge = +1
- gap between HOMO and LUMO (eV) = 11.433
- structure (SMILES) = [NH3+][C@@H](CO)CCO
- LUMO (eV) = -3.12
- total energy (hartree) = -364.57163
- HOMO energy (eV) = -14.6
- molar mass (u) = 106.14

Here are the natural (NBO) charges for atoms 1 to 2, given in e: -0.670 -0.074

=====

This record from the OMol25 dataset describes 2 unconnected molecules or ions with the total composition C4H12NO2 at a distorted geometry. The level of theory is ωB97M-V/def2-TZVPD.

Geometry as XYZ:
```
19
C4H12NO2, DFT ωB97M-V/def2-TZVPD
O -1.75241 -1.51472 -1.00815
C -2.00007 -0.34729 -1.02187
C -1.00374 0.67601 -0.49590
N 0.24838 0.00420 -0.10876
C 0.24867 -0.75117 1.20257
C 0.33388 0.18045 2.37419
H -2.91771 0.11749 -1.42513
H -0.87307 1.43066 -1.27347
H -1.41201 1.22144 0.35841
H 1.08911 0.61530 -0.11963
H 0.45866 -0.68067 -0.83845
H 1.09396 -1.41729 1.13271
H -0.63052 -1.37377 1.19616
H -0.58704 0.74688 2.53667
H 1.17853 0.86056 2.34757
H 0.49723 -0.40876 3.26956
H 2.53658 1.23107 -1.83095
H 3.11236 1.94519 -0.51887
O 2.95187 1.11352 -0.97378
```

- charge = +1
- gap between HOMO and LUMO (eV) = 11.578
- LUMO (eV) = -3.28
- total energy (hartree) = -364.58466
- HOMO energy (eV) = -14.9
- molar mass (u) = 106.14

Here are the natural (NBO) charges for atoms 1 to 2, given in e: -0.485 0.429